73
Properties=species:S:1:pos:R:3:forces:R:3:mulliken_spin:R:1 method="wB97M-V/def2-TZVPD" homo_lumo_gap_ev="6.89 / 5.62" e_above_lowest_kcal_mol=100.7 spin_multiplicity=5 lumo_energy_ev="-6.36 / -6.40" charge=+2
Mn 2.222 -0.742 -0.868 1.3 0.1 0.2 4.020
N 4.440 0.064 -1.036 -0.3 -0.1 0.0 0.026
N 4.342 1.465 -1.236 0.4 -0.4 -0.1 -0.009
C 3.356 2.233 -0.738 -0.2 0.9 -0.4 -0.012
O 3.190 3.395 -0.909 0.1 -0.2 0.0 0.002
O 2.498 1.470 0.100 -0.9 -0.6 0.6 0.032
H 5.065 -0.147 -0.251 -0.2 0.1 -0.2 0.005
H 4.846 -0.361 -1.872 -0.2 0.2 0.2 -0.002
H 5.085 1.954 -1.729 -0.2 -0.1 0.2 0.002
C -1.553 7.037 0.386 0.0 0.2 0.0 0.000
C -0.875 5.719 0.287 0.0 -0.3 -0.1 0.000
C -1.444 4.702 -0.484 0.1 0.0 0.1 0.000
C -0.858 3.458 -0.558 -0.2 -0.3 -0.2 -0.001
C 0.312 3.224 0.154 0.2 -0.8 0.2 0.021
C 0.926 4.221 0.902 0.1 0.1 0.2 0.001
C 0.330 5.468 0.948 0.0 -0.2 0.0 0.001
S 0.845 1.531 0.134 0.4 0.6 0.3 -0.039
O 0.389 0.839 -1.039 -0.2 0.1 -0.3 -0.012
C 0.598 0.577 1.604 0.1 0.7 -0.2 -0.032
C 1.332 1.070 2.702 0.1 0.0 0.4 -0.009
C 1.207 0.471 3.918 0.1 0.2 -0.3 -0.002
C 0.330 -0.624 4.088 -0.2 -0.1 -0.2 0.005
C 0.199 -1.257 5.338 -0.1 -0.1 0.0 -0.001
C -0.675 -2.299 5.504 0.2 0.3 0.0 0.001
C -1.472 -2.727 4.432 0.0 0.0 -0.4 -0.001
C -1.361 -2.143 3.199 -0.1 -0.2 0.1 0.002
C -0.447 -1.087 2.982 0.3 0.3 0.2 0.019
C -0.299 -0.474 1.702 -0.1 0.1 -0.2 0.038
C -1.133 -0.997 0.585 -0.1 -0.3 -0.3 0.009
C -2.503 -0.611 0.497 -0.1 -0.1 -0.2 0.006
C -3.075 0.369 1.336 -0.1 0.1 0.1 0.002
C -4.410 0.665 1.259 0.3 0.1 0.1 0.001
C -5.240 0.006 0.337 0.0 -0.2 -0.2 -0.001
C -4.716 -0.938 -0.500 -0.1 0.2 0.1 0.001
C -3.345 -1.264 -0.448 0.1 0.1 0.2 -0.003
C -2.810 -2.259 -1.289 0.3 -0.1 0.0 0.005
C -1.492 -2.603 -1.206 -0.3 -0.1 -0.1 0.002
C -0.664 -1.977 -0.264 0.6 0.2 0.3 -0.017
S 1.060 -2.538 -0.101 -1.3 0.0 -1.5 -0.057
O 1.058 -3.725 0.737 0.4 -0.5 0.6 -0.003
C 1.326 -3.026 -1.841 0.0 0.3 0.0 -0.037
C 1.566 -4.339 -2.216 0.0 0.2 0.4 0.014
C 1.818 -4.636 -3.547 0.0 0.2 -0.1 0.003
C 1.879 -3.632 -4.512 -0.1 0.1 0.3 0.009
C 2.181 -3.927 -5.941 0.1 0.0 -0.1 0.000
C 1.638 -2.313 -4.121 0.1 0.0 0.1 0.039
C 1.358 -1.998 -2.803 -0.3 -0.1 0.3 -0.016
H -2.630 6.915 0.489 0.0 0.0 0.0 0.000
H -1.378 7.613 -0.523 0.0 0.1 0.0 0.000
H -1.182 7.607 1.230 0.0 0.1 0.0 0.000
H -2.358 4.892 -1.026 -0.1 0.0 -0.1 0.000
H -1.283 2.666 -1.155 -0.2 0.0 -0.1 0.000
H 1.856 4.052 1.419 0.1 0.0 0.1 -0.001
H 0.804 6.262 1.507 0.0 0.0 0.1 0.000
H 1.996 1.905 2.549 0.1 0.1 0.2 0.000
H 1.767 0.838 4.763 0.1 0.0 0.1 -0.001
H 0.806 -0.907 6.159 0.0 0.0 0.1 0.000
H -0.755 -2.792 6.460 0.0 0.0 0.1 0.000
H -2.168 -3.538 4.579 -0.1 -0.1 0.0 0.000
H -1.969 -2.489 2.379 -0.1 -0.1 0.0 0.001
H -2.445 0.876 2.053 0.0 0.1 0.1 0.000
H -4.841 1.403 1.918 0.0 0.1 0.1 0.000
H -6.291 0.245 0.297 -0.1 0.0 0.0 0.000
H -5.344 -1.455 -1.211 -0.1 0.0 -0.1 0.000
H -3.455 -2.754 -1.997 -0.1 -0.1 -0.1 0.000
H -1.079 -3.376 -1.834 -0.1 -0.1 -0.1 -0.003
H 1.528 -5.116 -1.466 0.0 -0.1 0.1 0.001
H 1.964 -5.665 -3.842 0.0 -0.1 0.0 0.000
H 2.143 -4.992 -6.148 0.0 -0.1 -0.1 0.000
H 3.176 -3.562 -6.192 0.1 0.0 -0.1 0.001
H 1.475 -3.411 -6.589 0.0 0.0 -0.1 0.000
H 1.646 -1.532 -4.867 0.0 0.1 -0.1 0.002
H 0.994 -0.974 -2.581 0.1 -0.4 -0.1 -0.013